Entry P
Formula: C6H15N2
Source: the OMol25 dataset
Level of theory: the ωB97M-V functional and the def2-TZVPD basis

```
! wB97M-V def2-TZVPD RIJCOSX def2/J DEFGRID3
* xyz 1 1
C -0.05 2.75 1.80
C 0.73 2.15 0.60
C -0.19 1.22 -0.04
N -1.55 -2.13 -0.09
C -1.36 -0.81 -0.33
C -0.21 -0.15 0.07
C 0.88 -0.85 0.86
N 1.45 -1.67 -2.50
H 0.48 3.57 2.28
H -1.02 3.11 1.46
H 0.96 2.99 -0.06
H 1.61 1.61 0.93
H 0.61 -1.69 -1.94
H -0.92 1.70 -0.69
H -1.85 -2.39 0.84
H -2.04 -2.64 -0.82
H -2.05 -0.23 -0.95
H 1.02 -1.87 0.53
H 0.75 -0.67 1.93
H 1.85 -0.41 0.62
H -0.15 1.98 2.57
H 1.61 -2.63 -2.77
H 1.43 -0.99 -3.24
*
```

Calculated values
Frontier orbital gap: 7.13 eV
Lowest unoccupied orbital energy: -0.2165 Eh
E_HOMO: -13.024 eV

Results of the natural (NBO) charge analysis, in e, for atoms 1 through 2: -0.58, -0.50



Entry Q
Formula: C6H15N2
Source: the OMol25 dataset
Level of theory: the ωB97M-V functional and the def2-TZVPD basis

```
! wB97M-V def2-TZVPD RIJCOSX def2/J DEFGRID3
* xyz 1 1
C 2.37 1.70 -0.66
C 1.37 2.29 0.27
C 0.14 1.84 0.42
N -0.77 2.54 1.36
H 1.97 0.86 -1.22
H 2.72 2.45 -1.36
H 3.26 1.36 -0.12
H 1.67 3.15 0.86
H -0.33 1.00 -0.08
H -0.31 3.33 1.82
H -1.60 2.91 0.89
H -1.11 1.91 2.10
C 0.02 -3.16 -0.88
C -1.02 -2.26 -0.28
C -2.27 -2.17 -0.72
N -0.54 -1.50 0.82
H 0.44 -3.82 -0.12
H 0.84 -2.56 -1.28
H -0.38 -3.76 -1.69
H -3.00 -1.53 -0.24
H -2.60 -2.79 -1.54
H 0.34 -1.05 0.60
H -1.20 -0.76 1.04
*
```

Calculated values
Frontier orbital gap: 7.45 eV
Lowest unoccupied orbital energy: -0.1427 Eh
E_HOMO: -11.330 eV

Results of the natural (NBO) charge analysis, in e, for atoms 1 through 2: -0.66, -0.09



Q: Which of them is the least stable? A: entry P.



Entry P
Formula: C6H15N2
Source: the OMol25 dataset
Level of theory: the ωB97M-V functional and the def2-TZVPD basis

```
! wB97M-V def2-TZVPD RIJCOSX def2/J DEFGRID3
* xyz 1 1
C 0.79 -2.13 -0.50
C 0.38 -0.74 -0.86
C 1.28 0.13 -1.35
N 2.59 -0.13 -1.63
C -1.01 -0.27 -0.42
C -1.12 1.02 0.45
C -2.27 0.96 1.42
N 0.17 1.11 1.26
H 1.71 -2.17 0.10
H 0.02 -2.73 -0.03
H 1.13 -2.67 -1.39
H 0.95 1.13 -1.58
H 3.14 0.53 -2.16
H 2.99 -1.03 -1.47
H -1.42 -1.07 0.18
H -1.60 -0.08 -1.31
H -1.12 1.92 -0.14
H -2.15 1.44 2.40
H -2.62 -0.03 1.63
H -3.18 1.48 1.08
H 0.93 0.89 0.62
H 0.17 0.41 1.99
H 0.24 2.02 1.68
*
```

Calculated values
Frontier orbital gap: 8.54 eV
SMILES string: C/C(=C\N)C[C@@H](C)[NH3+]
Lowest unoccupied orbital energy: -0.1144 Eh
E_HOMO: -11.655 eV

Results of the natural (NBO) charge analysis, in e, for atoms 1 through 2: -0.66, -0.12



Entry Q
Formula: C6H15N2
Source: the OMol25 dataset
Level of theory: the ωB97M-V functional and the def2-TZVPD basis

```
! wB97M-V def2-TZVPD RIJCOSX def2/J DEFGRID3
* xyz 1 1
C -0.35 1.13 1.82
C 0.18 2.31 2.19
N -0.37 3.32 2.91
N 0.48 0.21 1.05
H -1.36 0.75 2.15
H 1.18 2.54 1.86
H -0.19 4.24 2.50
H -1.39 3.31 3.03
H 0.12 0.22 0.07
H 0.51 -0.77 1.38
H 1.45 0.52 0.99
C 1.38 -2.88 -1.57
C 0.69 -1.53 -1.77
C -0.62 -1.33 -1.51
C -1.45 -0.13 -1.81
H 0.84 -3.51 -0.82
H 1.61 -3.45 -2.43
H 2.39 -2.65 -1.05
H 1.23 -0.71 -2.28
H -1.20 -2.21 -1.10
H -1.19 0.36 -2.76
H -2.54 -0.37 -1.83
H -1.40 0.64 -1.02
*
```

Calculated values
Frontier orbital gap: 9.72 eV
Lowest unoccupied orbital energy: -0.1151 Eh
E_HOMO: -12.852 eV

Results of the natural (NBO) charge analysis, in e, for atoms 1 through 2: -0.23, 0.07



Q: Which of them is the least stable? A: entry Q.